(1)
A cluster of 5 separate species, C31H29N2O8 in total, computed with wB97M-V/def2-TZVPD.

Output
LUMO energy (eV): -3.9
Strongest force on any atom (eV Å⁻¹): 0.624

Structure (ORCA input):
```
! RIJCOSX wB97M-V def2-TZVPD def2/J DEFGRID3
* xyz 1 1
C -5.43683 0.82069 1.22264
C -4.46754 0.96333 0.05353
C -4.46641 -0.22373 -0.92006
C -4.54432 -1.59270 -0.28414
N -3.24053 -2.06847 0.23262
C -2.08648 -1.34565 0.46642
C -1.16256 -2.22303 0.95076
N -1.76495 -3.45191 0.99707
C -3.03036 -3.32989 0.57988
H -6.40783 0.43606 0.92314
H -5.60811 1.78722 1.68487
H -5.02056 0.18717 2.00371
H -3.47374 1.16553 0.44725
H -4.75386 1.84069 -0.51840
H -5.29767 -0.12830 -1.60998
H -3.56418 -0.16357 -1.52661
H -5.25173 -1.63226 0.53668
H -4.88226 -2.31094 -1.02452
H -1.99388 -0.29941 0.26755
H -0.14691 -2.05271 1.24034
H -1.33535 -4.30602 1.30803
H -3.73063 -4.13878 0.51216
C -0.51124 0.63885 3.80677
C -0.15838 0.98593 5.04097
C 1.17401 1.58687 5.31430
O 1.50112 1.90491 6.43569
C 2.09324 1.78572 4.16466
C 1.73358 1.43569 2.93163
C 0.40830 0.83707 2.65939
O 0.08070 0.51912 1.52915
H -1.47794 0.20501 3.58079
H -0.81233 0.85555 5.89398
H 3.06001 2.22247 4.39332
H 2.38431 1.57094 2.07724
C 6.97988 1.73611 6.84527
C 7.35239 1.13365 7.97143
C 6.36193 0.45577 8.84821
O 6.70165 -0.09711 9.87006
C 4.93978 0.47935 8.41990
C 4.56809 1.08566 7.29574
C 5.55990 1.75437 6.42020
O 5.21909 2.28580 5.38095
H 7.68416 2.23297 6.19024
H 8.38273 1.10446 8.30181
H 4.23453 -0.01701 9.07433
H 3.53983 1.12340 6.96221
C -3.03082 -0.35978 -4.59353
C -1.92802 -0.06551 -5.27669
C -1.90612 1.07180 -6.23377
O -0.90511 1.34312 -6.86037
C -3.15261 1.86194 -6.39579
C -4.25186 1.56334 -5.70851
C -4.27530 0.43069 -4.75140
O -5.27599 0.16358 -4.11631
H -3.07439 -1.18778 -3.89645
H -1.00888 -0.63291 -5.17541
H -3.11181 2.68374 -7.09915
H -5.17205 2.12414 -5.81061
C 3.19994 -2.33971 -5.84965
C 4.30301 -2.04779 -6.53264
C 4.33708 -0.91248 -7.49179
O 5.34170 -0.64790 -8.11215
C 3.09273 -0.11924 -7.65650
C 1.98886 -0.41173 -6.97305
C 1.96061 -1.54356 -6.01678
O 0.95448 -1.81349 -5.38684
H 3.15163 -3.16263 -5.14778
H 5.21962 -2.61404 -6.42800
H 3.13902 0.70247 -8.35958
H 1.07160 0.15487 -7.07840
*
```

Here are the Löwdin charges for atoms 1 to 5, given in e: atom 1 (C): -0.102, atom 2 (C): -0.238, atom 3 (C): -0.185, atom 4 (C): -0.100, atom 5 (N): -0.011


(2)
A cluster of 2 separate species, C10H9NO4 in total at a distorted geometry, computed with wB97M-V/def2-TZVPD.

Output
LUMO energy (alpha / beta) (eV): -0.5 / -1.7
Strongest force on any atom (eV Å⁻¹): 4.159
Energy above the lowest of the compared OMol25 structures with the same formula, charge and spin (kcal/mol): 75.90

Structure (ORCA input):
```
! RIJCOSX wB97M-V def2-TZVPD def2/J DEFGRID3
* xyz 0 1
C -1.14433 0.45168 -2.54821
C 0.19336 -0.05169 -2.65452
C -1.87603 0.30661 -1.37680
C 0.80802 -0.68817 -1.58307
C -1.27637 -0.32751 -0.32213
C 0.07673 -0.77715 -0.43454
C -1.78446 -0.69597 0.95144
C 1.74229 -1.48866 1.39063
C 0.41320 -1.27142 0.85664
C 0.19157 1.99547 0.96408
N 1.33797 1.34130 1.43711
O 2.74634 -1.53391 0.72313
O -2.87020 -0.66078 1.38682
O 1.71159 -1.83851 2.64373
O -0.67233 -1.29472 1.69665
H -1.55491 0.97527 -3.29514
H 0.61156 -0.08651 -3.63595
H -2.88352 0.65403 -1.26639
H 1.93695 -0.78794 -1.54106
H 0.20567 2.15265 -0.11254
H -0.73334 1.46798 1.17545
H -0.10439 2.78156 1.55535
H 0.77589 -1.86390 3.09608
H 2.14875 1.24028 0.89325
*
```

Here are the Löwdin charges for atoms 1 to 5, given in e: atom 1 (C): -0.028, atom 2 (C): -0.024, atom 3 (C): 0.011, atom 4 (C): 0.000, atom 5 (C): -0.135


(3)
The molecule C3H8N2 at a distorted geometry, computed with wB97M-V/def2-TZVPD.

Output
LUMO energy (eV): 1.1
Strongest force on any atom (eV Å⁻¹): 1.343
Energy above the lowest of the compared OMol25 structures with the same formula, charge and spin (kcal/mol): 33.68
Structure (SMILES): [H]/N=C/NCC

Structure (ORCA input):
```
! RIJCOSX wB97M-V def2-TZVPD def2/J DEFGRID3
* xyz 0 1
C 0.23385 1.26577 1.45789
C -0.17055 0.84680 0.05865
N 0.50372 -0.30479 -0.51350
C -0.16295 -1.44233 -0.81564
N 0.34663 -2.38972 -1.50047
H -0.19216 0.63425 2.23956
H -0.25301 2.23844 1.54659
H 1.29522 1.35730 1.66188
H -1.23925 0.64567 -0.02038
H -0.04466 1.70727 -0.60683
H 1.33732 -0.12194 -1.04614
H -1.23055 -1.50473 -0.58227
H -0.42361 -2.93201 -1.87937
*
```

Here are the Löwdin charges for atoms 1 to 5, given in e: atom 1 (C): -0.095, atom 2 (C): -0.275, atom 3 (N): -0.016, atom 4 (C): -0.357, atom 5 (N): 0.041


(4)
A structure of composition C3H4FeO4 at a distorted geometry, computed with wB97M-V/def2-TZVPD.

Output
⟨S²⟩: 8.753
LUMO energy (alpha / beta) (eV): -3.6 / -5.6
Strongest force on any atom (eV Å⁻¹): 3.686
Energy above the lowest of the compared OMol25 structures with the same formula, charge and spin (kcal/mol): 0.00

Structure (ORCA input):
```
! RIJCOSX wB97M-V def2-TZVPD def2/J DEFGRID3
* xyz 1 6
C -2.28880 -0.22540 0.21747
O -3.03854 -0.89168 0.91138
O -1.94397 1.02666 0.45370
C -1.08969 1.42145 -0.56718
O -1.99865 -0.50179 -1.09758
C -1.25714 0.54742 -1.57517
Fe -4.06582 -0.91445 2.48780
H -0.77918 0.44102 -2.54345
H -0.71870 2.43956 -0.53410
O -0.02787 -0.97698 0.94714
H 0.06817 -0.87113 1.89809
H 0.61126 -0.32911 0.52573
*
```

Here are the Löwdin charges for atoms 1 to 5, given in e: atom 1 (C): -0.517, atom 2 (O): -0.132, atom 3 (O): 0.120, atom 4 (C): -0.014, atom 5 (O): 0.148


(5)
A cluster of 13 separate species, C5H37N2O14 in total at a distorted geometry, computed with wB97M-V/def2-TZVPD.

Output
LUMO energy (eV): -2.5
Strongest force on any atom (eV Å⁻¹): 6.918
Energy above the lowest of the compared OMol25 structures with the same formula, charge and spin (kcal/mol): 95.36

Structure (ORCA input):
```
! RIJCOSX wB97M-V def2-TZVPD def2/J DEFGRID3
* xyz 1 1
O 2.75855 -0.47872 0.73087
C 3.09941 -0.50397 -0.66605
C 1.90315 0.15231 -1.38577
C 0.53360 -0.65568 -1.10712
C -0.61540 0.29214 -0.74535
C -0.70674 1.57826 -1.26936
N -1.89090 2.44595 -1.00059
N -1.68951 -0.16700 -0.02040
H 4.05034 0.07718 -0.79266
H 1.69950 1.19225 -1.26037
H 2.07826 0.05406 -2.50473
H 0.02246 -1.02803 -1.92747
H 0.70049 -1.45165 -0.38065
H -0.03433 1.88987 -2.02093
H -1.51293 3.48356 -0.82213
H -2.44299 2.58634 -1.86854
H -2.30292 2.01578 -0.22791
H -1.47384 -0.91968 0.57899
H -2.62664 -0.22917 -0.49478
H 2.10400 0.23608 0.87137
H 1.67236 1.05976 2.65853
O 0.92505 1.14460 2.12605
H -3.18744 1.07733 1.37965
H -4.31439 2.08996 1.74944
O -3.71130 1.89166 1.10781
H 1.93153 -2.22912 1.23674
H 3.88668 -2.22050 -1.46076
O 3.14664 -1.88119 -0.97085
H -0.38453 -3.41374 -3.87511
H -0.95561 -2.74779 -2.60707
O -0.07643 -3.05004 -3.07019
H 0.98162 2.30250 0.03097
H 2.10388 2.56415 1.07910
O 1.78852 2.80987 0.16435
H 1.57109 -2.12719 -3.05029
H 1.87722 -1.69432 -4.54945
O 2.25529 -1.72007 -3.64255
H -1.11963 4.89955 0.42582
H -0.35859 5.34519 -0.58611
O -1.22786 4.90699 -0.44207
H -0.17661 -3.62532 1.27674
H -1.11585 -4.71029 1.63395
O -1.04108 -3.88607 1.05357
H 0.54947 -1.82042 2.14345
H 1.71590 -3.61712 0.46568
O 1.49990 -3.17656 1.22355
H 0.08465 2.62791 1.89584
H -0.39439 3.84477 2.49138
O -0.55400 3.40963 1.69527
H -1.52999 0.71416 4.53350
H -1.41901 1.64093 3.34687
O -1.22662 0.70186 3.65141
H -0.58693 -1.34926 2.93835
H 0.33593 0.27333 2.20351
O -0.24346 -1.27476 2.05773
H -2.06646 -3.08204 -0.57789
H -2.15199 -3.52943 -1.91672
O -2.13713 -2.71881 -1.50662
*
```

Here are the Löwdin charges for atoms 1 to 5, given in e: atom 1 (O): -0.054, atom 2 (C): -0.371, atom 3 (C): -0.085, atom 4 (C): -0.066, atom 5 (C): -0.280